Entry from the OMol25 dataset: C35H37ClCoN5O12S2Te as an isolated structure at a distorted geometry (ωB97M-V with the def2-TZVPD basis set).

## Properties
HOMO energy (alpha / beta) in eV: -8.86 / -9.18
Calculated total energy in eV: -148028.313

Structure (ORCA input):
```
! wB97M-V def2-TZVPD RIJCOSX def2/J DEFGRID3
* xyz 0 5
Co 0.25647 1.69704 0.37056
O -2.24529 4.38149 -4.12984
C -3.18135 4.45950 -3.20814
O -4.31473 4.78370 -3.46933
C -2.79310 4.12683 -1.80657
C -3.66344 4.18284 -0.72854
Cl -5.28486 4.65349 -0.68169
N -2.99698 3.76531 0.37426
N -1.73758 3.42521 0.06390
C -1.58773 3.65415 -1.22886
C -0.23244 3.44864 -1.83266
O -0.03058 3.80832 -2.99405
O 0.67146 2.95620 -1.08045
C -3.47575 3.76577 1.70556
C -3.33629 2.62464 2.48078
C -3.75609 2.63478 3.80042
C -4.34278 3.76952 4.33748
C -4.50787 4.89822 3.54859
C -4.06626 4.90840 2.23617
H -1.34507 4.13546 -3.76492
H -2.91231 1.73615 2.04552
H -3.62607 1.74229 4.39572
H -4.69760 3.77247 5.35922
H -4.98205 5.77808 3.95965
H -4.18361 5.79612 1.63417
O -1.42537 -0.26035 3.29958
S -1.10050 -0.61348 1.91473
O 0.35682 -1.01789 1.95017
O -1.25132 0.56187 1.04401
O -1.86799 -1.73268 1.41633
N 0.60877 0.84913 4.81784
C 0.44861 2.29959 4.56397
C 0.32216 2.33156 3.02778
N 0.31731 3.52936 2.22372
H 0.69754 0.60505 5.79997
H 1.47977 0.52650 4.25051
H -0.20337 0.33648 4.35231
H 1.33405 2.83059 4.91956
H -0.44155 2.67860 5.07043
H -0.58818 1.78504 2.80176
H 1.17997 1.76465 2.67838
H 1.16078 4.08220 2.31377
H -0.49398 4.11571 2.37043
C 3.88459 -0.19632 -6.34107
C 2.71142 -0.10238 -5.41249
C 2.49620 1.04027 -4.64811
C 1.48158 1.08820 -3.70718
C 0.65816 -0.01542 -3.53751
C 0.82035 -1.13926 -4.32620
C 1.84350 -1.17798 -5.25867
S -0.46879 -0.06917 -2.14243
O -1.33577 1.06945 -2.11962
O -1.09340 -1.37320 -2.09242
N 0.59975 -0.03187 -0.89559
C 2.58761 -1.86381 0.16698
C 3.11133 -1.37574 1.50844
C 2.55841 -0.00574 1.94273
O 2.64882 0.23556 3.16945
O 2.15178 0.79710 1.06467
H 4.17432 0.78344 -6.71399
H 3.66728 -0.84692 -7.18529
H 4.73179 -0.62216 -5.79968
H 3.13035 1.90405 -4.78814
H 1.34239 1.97816 -3.11403
H 0.15616 -1.97725 -4.18864
H 1.97754 -2.05502 -5.87405
H 1.52865 0.22498 -1.21049
H 2.84404 -1.14866 -0.61565
H 3.04414 -2.82103 -0.08912
H 4.20267 -1.29729 1.47806
H 2.84531 -2.08288 2.29637
Te 0.43974 -2.12968 0.07467
C 0.61777 -3.86550 1.44702
C -0.47589 -4.18255 2.24353
C -0.37912 -5.15891 3.22487
C 0.81625 -5.83040 3.41836
C 1.89710 -5.55411 2.59850
C 1.79649 -4.58427 1.61182
C 0.70251 -3.54469 -1.60116
C 1.62391 -3.68396 -2.62160
C 1.41576 -4.64715 -3.60376
C 0.29160 -5.45402 -3.57063
C -0.63412 -5.31747 -2.54547
C -0.42984 -4.35443 -1.57580
H -1.39707 -3.63826 2.10154
H -1.23631 -5.38439 3.84491
H 0.90936 -6.56256 4.20801
H 2.83129 -6.08298 2.73205
H 2.65117 -4.41185 0.97634
H 2.50356 -3.05512 -2.67399
H 2.13211 -4.74948 -4.40836
H 0.12883 -6.18318 -4.35039
H -1.51464 -5.94280 -2.51925
H -1.15229 -4.17790 -0.77974
*
```